[1]
DFT (ωB97M-V/def2-TZVPD) results for a structure of composition C3H5HgO4.

Values from the calculation:
relative energy (zero: lowest compared OMol25 entry of this formula, charge and spin)	23.4	kJ/mol
maximum force	3.19	eV/Å
molar mass	305.66	g mol⁻¹
electronic energy	-15554.4509	eV
multiplicity	2
HOMO (alpha / beta)	-7.48 / -9.18	eV
LUMO (alpha / beta)	0.5 / -0.9	eV

Cartesian coordinates (Å):
O 2.01 0.13 -0.57
C 0.81 -0.31 -0.91
C 2.03 1.57 -0.53
O 0.37 -1.37 -0.52
O 0.03 0.67 -1.33
C 0.77 1.95 -1.30
H 2.95 1.90 -1.02
H 1.99 1.87 0.56
H 0.95 2.25 -2.34
H 0.16 2.70 -0.79
O -2.36 -0.42 2.18
H -2.12 -0.13 3.06
Hg -1.68 -1.80 0.78

The Löwdin scheme yields these atomic charges, measured in e: O 0.06; C -0.62; C -0.09; O -0.08; O 0.06; C -0.06; H 0.13; H 0.15; H 0.13; H 0.13; O -0.62; H -0.09; Hg 0.89

[2]
DFT (ωB97M-V/def2-TZVPD) results for the ion C3H5IN with charge +1.

Values from the calculation:
relative energy (zero: lowest compared OMol25 entry of this formula, charge and spin)	0.5	kJ/mol
maximum force	4.84	eV/Å
molar mass	181.98	g mol⁻¹
charge	+1
electronic energy	-12772.9738	eV
HOMO	-12.98	eV
LUMO	-4.1	eV
SMILES	[NH3+]CC#CI

Cartesian coordinates (Å):
C 1.02 0.35 -0.31
C 2.19 0.12 -0.07
C -0.42 0.47 -0.37
N -1.17 -0.49 0.46
I 4.13 -0.25 0.28
H -0.71 0.35 -1.54
H -0.90 1.51 -0.32
H -1.00 -0.43 1.49
H -1.04 -1.51 0.20
H -2.09 -0.13 0.16

The Löwdin scheme yields these atomic charges, measured in e: C -0.16; C -0.69; C -0.23; N 0.18; I 0.98; H 0.19; H 0.16; H 0.19; H 0.21; H 0.17

[3]
DFT (ωB97M-V/def2-TZVPD) results for the ion C3H5IN with charge +1.

Values from the calculation:
relative energy (zero: lowest compared OMol25 entry of this formula, charge and spin)	12.4	kJ/mol
maximum force	5.31	eV/Å
molar mass	181.98	g mol⁻¹
charge	+1
electronic energy	-12772.8508	eV
HOMO	-13.02	eV
LUMO	-4.1	eV
SMILES	[NH3+]CC#CI

Cartesian coordinates (Å):
C 0.94 0.26 0.22
C 2.19 0.17 0.15
C -0.42 0.60 -0.02
N -1.28 -0.68 -0.02
I 4.13 -0.27 0.07
H -0.65 1.19 -0.93
H -0.73 1.40 0.58
H -2.07 -0.34 -0.52
H -1.49 -0.90 0.91
H -0.61 -1.43 -0.44

The Löwdin scheme yields these atomic charges, measured in e: C -0.16; C -0.69; C -0.18; N 0.23; I 1.01; H 0.15; H 0.12; H 0.15; H 0.14; H 0.23

[4]
DFT (ωB97M-V/def2-TZVPD) results for the ion C3H5IN3 with charge +1.

Values from the calculation:
relative energy (zero: lowest compared OMol25 entry of this formula, charge and spin)	493.3	kJ/mol
maximum force	3.28	eV/Å
molar mass	210.00	g mol⁻¹
charge	+1
electronic energy	-15750.1322	eV
HOMO (alpha / beta)	-14.16 / -14.28	eV
LUMO (alpha / beta)	-7.9 / -7.7	eV

Cartesian coordinates (Å):
C 0.01 -0.60 1.06
C -0.55 1.68 0.65
C 0.40 -1.31 -0.33
N -0.43 0.50 1.39
N -1.03 1.66 -0.48
N 0.26 -0.60 -1.52
I 1.66 0.26 -2.49
H 0.24 -1.44 1.68
H -0.16 2.56 1.20
H 1.41 -1.58 0.02
H -0.49 -1.91 -0.39
H -1.33 0.78 -0.78

The Löwdin scheme yields these atomic charges, measured in e: C -0.05; C -0.24; C -0.28; N 0.15; N 0.17; N -0.53; I 1.19; H 0.14; H 0.15; H 0.14; H 0.14; H 0.03

[5]
DFT (ωB97M-V/def2-TZVPD) results for the molecule C3H5IN4.

Values from the calculation:
relative energy (zero: lowest compared OMol25 entry of this formula, charge and spin)	90.2	kJ/mol
maximum force	5.52	eV/Å
molar mass	224.01	g mol⁻¹
electronic energy	-17250.8788	eV
HOMO	-8.42	eV
LUMO	0.6	eV
SMILES	Cn1nc(N)c(I)n1

Cartesian coordinates (Å):
C -1.17 0.18 0.05
C -0.65 1.01 -0.95
C 2.18 -0.70 0.49
N -0.16 -0.48 0.64
N 0.90 0.72 -0.96
N 0.94 -0.16 0.03
N -2.46 0.15 0.45
I -1.46 2.33 -2.32
H 2.60 -1.12 -0.38
H 2.72 0.09 1.09
H 1.99 -1.41 1.29
H -3.01 0.10 -0.44
H -2.42 -0.71 1.00

The Löwdin scheme yields these atomic charges, measured in e: C -0.53; C -0.71; C -0.02; N 0.11; N 0.10; N -0.34; N 0.10; I 0.82; H 0.08; H 0.12; H 0.08; H 0.11; H 0.09

[6]
DFT (ωB97M-V/def2-TZVPD) results for a structure of composition C3H5IO.

Values from the calculation:
relative energy (zero: lowest compared OMol25 entry of this formula, charge and spin)	116.7	kJ/mol
maximum force	2.34	eV/Å
molar mass	183.98	g mol⁻¹
electronic energy	-13338.1644	eV
HOMO	-8.98	eV
LUMO	-0.5	eV

Cartesian coordinates (Å):
C 1.36 0.83 0.11
C -0.85 -0.60 -0.03
C -1.62 -1.65 -0.14
O -2.27 -2.61 -0.05
I -2.13 1.09 0.32
H 1.14 1.05 -0.92
H 0.62 1.21 0.79
H -0.09 -0.42 -0.75
H 2.30 1.34 0.36
H 1.54 -0.22 0.30

The Löwdin scheme yields these atomic charges, measured in e: C -0.12; C -0.57; C -0.39; O 0.17; I 0.85; H 0.03; H -0.04; H 0.00; H 0.03; H 0.03